DFT (wB97M-V/def2-TZVPD) results for 2 unconnected molecules or ions with the total composition CH2N4O2.

Last column: natural (NBO) charge in e.
Geometry (Å):
C (1.46446, -0.54767, -0.96182)  0.333
N (2.02474, -1.39463, -1.51658)  -0.334
N (-0.07046, 1.10334, -0.53282)  -0.453
N (0.98961, 0.40119, -0.23401)  -0.284
N (-0.85494, -0.71585, 1.39306)  0.517
O (-0.90926, -1.56868, 2.21334)  -0.254
O (-1.64157, -0.00543, 0.84228)  -0.305
H (-0.68313, 0.88462, -1.30919)  0.382
H (-0.31945, 1.84313, 0.10575)  0.398

Results
HOMO (alpha / beta): -10.40 / -8.78 eV
ΔE to the lowest compared entry with this formula, charge and spin: 5.234 eV
strongest force on any atom: 2.4 eV Å⁻¹
gap between HOMO and LUMO (alpha / beta): 9.47 / 7.00 eV
LUMO energy (alpha / beta): -0.93 / -1.78 eV